1.
ORCA calculation (wB97M-V/def2-TZVPD) on a cluster of 2 separate species, C2H5ClO2P in total at a distorted geometry.

**LUMO energy (spin up / spin down)**: 3.44 / 3.43 eV
**Kohn-Sham gap (spin up / spin down)**: 7.91 / 7.59 eV
**E_HOMO (spin up / spin down)**: -4.47 / -4.16 eV
**Charge**: -1
**Energy relative to the best compared isomer or geometry (same formula, charge and spin)**: 92.5 kcal/mol

Geometry as XYZ:
```
11
C2H5ClO2P (wB97M-V/def2-TZVPD)
C -0.357 0.750 -0.415
C 1.818 0.004 0.693
O -2.913 0.193 -0.393
O -1.434 -1.375 0.977
P -1.618 -0.534 -0.229
Cl 2.858 -0.468 -0.589
H -0.044 1.079 -1.393
H -0.496 1.549 0.305
H 1.396 -0.821 1.238
H 2.139 0.893 1.205
H -1.350 -1.269 -1.400
```

---

2.
ORCA calculation (wB97M-V/def2-TZVPD) on a structure of composition C10H11NOS at a distorted geometry.

**LUMO energy**: 0.14 eV
**Kohn-Sham gap**: 8.67 eV
**E_HOMO**: -8.53 eV
**Charge**: 0
**Energy relative to the best compared isomer or geometry (same formula, charge and spin)**: 106.0 kcal/mol

Geometry as XYZ:
```
24
C10H11NOS (wB97M-V/def2-TZVPD)
C -0.654 4.115 -0.840
C -1.763 3.321 -1.066
C 0.444 3.688 -0.119
C -1.751 1.990 -0.762
C 0.487 2.369 0.272
C -0.576 1.535 -0.138
C -0.443 0.133 0.054
C 0.627 -2.450 0.562
C 1.315 -3.154 -0.641
C 0.475 -3.383 1.648
N -1.171 -0.845 -0.114
O -0.779 -2.088 0.061
S 1.413 -0.849 0.911
H -0.868 5.235 -0.933
H -2.565 3.779 -1.799
H 1.437 4.222 0.091
H -2.733 1.409 -0.821
H 1.447 2.007 0.661
H 1.365 -2.355 -1.379
H 0.659 -3.926 -1.046
H 2.337 -3.597 -0.322
H 0.065 -4.211 1.157
H -0.126 -3.220 2.576
H 1.356 -3.725 1.986
```

---

3.
ORCA calculation (wB97M-V/def2-TZVPD) on a structure of composition C6H14O at a distorted geometry.

**LUMO energy**: 0.84 eV
**Kohn-Sham gap**: 8.80 eV
**E_HOMO**: -7.96 eV
**Charge**: 0
**Energy relative to the best compared isomer or geometry (same formula, charge and spin)**: 136.8 kcal/mol

Geometry as XYZ:
```
21
C6H14O (wB97M-V/def2-TZVPD)
C 0.895 -0.279 0.758
C 0.899 -1.778 0.472
C 0.297 0.078 2.099
H 1.874 0.174 0.608
H 0.303 -0.025 -0.390
H -0.111 -2.188 0.525
H 1.510 -2.278 1.231
H 1.293 -1.991 -0.520
H 0.320 1.152 2.279
H 0.869 -0.409 2.895
H -0.734 -0.275 2.178
C -1.604 -0.513 -1.989
C -0.248 1.232 -0.390
C 0.465 2.338 -0.527
O -0.295 -0.057 -1.810
H -1.260 1.150 -0.021
H -1.987 -1.080 -1.122
H -2.311 0.309 -2.187
H -1.644 -1.187 -2.855
H 1.482 2.339 -0.896
H -0.013 3.291 -0.337
```

---

4.
ORCA calculation (wB97M-V/def2-TZVPD) on a structure of composition C24H42ClMgN6O4 at a distorted geometry.

**LUMO energy**: -4.61 eV
**Kohn-Sham gap**: 8.42 eV
**E_HOMO**: -13.03 eV
**Charge**: +1
**Energy relative to the best compared isomer or geometry (same formula, charge and spin)**: 22.3 kcal/mol

Geometry as XYZ:
```
78
C24H42ClMgN6O4 (wB97M-V/def2-TZVPD)
Mg -1.232 -3.328 -1.764
Cl 0.297 -0.460 -0.565
O 0.829 -0.123 -1.832
O -0.643 0.498 -0.094
O -0.374 -1.740 -0.763
O 1.407 -0.674 0.313
C 5.014 1.573 1.066
C 4.283 1.691 -0.285
C 4.342 0.429 -1.168
C 5.681 0.190 -1.729
N 6.721 -0.066 -2.140
H 4.773 0.548 1.361
H 4.581 2.286 1.761
H 6.091 1.685 0.984
H 4.638 2.484 -0.947
H 3.214 1.821 -0.099
H 3.744 0.706 -2.042
H 3.870 -0.425 -0.689
C -2.137 2.800 -2.081
C -2.472 3.510 -3.402
C -3.761 4.358 -3.361
C -4.903 3.595 -2.909
N -5.808 2.965 -2.581
H -2.766 1.918 -1.951
H -2.364 3.416 -1.205
H -1.081 2.551 -2.023
H -2.384 2.737 -4.168
H -1.658 4.189 -3.666
H -4.018 4.708 -4.363
H -3.554 5.236 -2.753
C 0.200 -1.273 3.307
C 1.533 -1.035 3.982
C 2.405 -2.270 3.995
C 1.777 -3.481 4.562
N 1.282 -4.417 5.003
H -0.449 -1.901 3.927
H 0.372 -1.862 2.404
H -0.331 -0.337 3.147
H 1.391 -0.602 4.974
H 2.078 -0.264 3.429
H 3.400 -2.172 4.431
H 2.603 -2.581 2.959
C -7.097 -0.011 -1.092
C -5.766 -0.687 -0.764
C -5.469 -1.871 -1.641
C -4.106 -2.355 -1.546
N -3.036 -2.740 -1.383
H -7.911 -0.722 -0.924
H -7.293 0.275 -2.133
H -7.252 0.942 -0.593
H -5.914 -1.105 0.235
H -4.971 0.056 -0.718
H -5.713 -1.698 -2.698
H -6.112 -2.734 -1.424
C 4.023 -4.917 -3.049
C 4.222 -3.955 -1.885
C 2.977 -3.579 -1.082
C 1.685 -3.881 -1.745
N 0.692 -4.088 -2.284
H 4.944 -5.239 -3.525
H 3.410 -4.436 -3.810
H 3.534 -5.805 -2.637
H 4.605 -3.020 -2.311
H 5.011 -4.182 -1.167
H 2.905 -2.523 -0.798
H 2.858 -4.013 -0.081
C -1.820 3.405 3.501
C -1.021 2.697 2.415
C 0.506 2.835 2.495
C 1.049 2.608 3.838
N 1.483 2.396 4.879
H -2.856 3.432 3.146
H -1.437 4.426 3.518
H -1.943 2.924 4.467
H -1.266 3.054 1.412
H -1.202 1.617 2.341
H 0.670 3.873 2.189
H 1.023 2.142 1.832
```

---

5.
ORCA calculation (wB97M-V/def2-TZVPD) on an isolated molecule of C17H19NOS.

**SMILES**: COCCCCc1cccc2c1Sc1ccccc1N2
**LUMO energy**: 0.78 eV
**Kohn-Sham gap**: 8.98 eV
**E_HOMO**: -8.20 eV
**Charge**: 0
**Energy relative to the best compared isomer or geometry (same formula, charge and spin)**: 29.0 kcal/mol

Geometry as XYZ:
```
39
C17H19NOS (wB97M-V/def2-TZVPD)
C 3.923 0.404 -0.299
O 3.672 -0.328 0.883
C 3.075 -1.598 0.705
C 2.426 -2.048 2.006
C 0.979 -1.601 2.169
C 0.792 -0.074 2.167
C -0.625 0.318 1.845
C -1.643 0.032 2.752
C -2.965 0.334 2.482
C -3.308 0.949 1.282
C -2.317 1.259 0.371
C -0.988 0.929 0.643
S 0.222 1.306 -0.602
C -0.758 0.917 -2.019
C -0.196 0.300 -3.133
C -0.991 0.028 -4.236
C -2.341 0.347 -4.220
C -2.899 0.957 -3.104
C -2.107 1.258 -2.006
N -2.671 1.913 -0.859
H 4.978 0.331 -0.578
H 3.308 0.042 -1.128
H 3.671 1.451 -0.124
H 2.328 -1.550 -0.098
H 3.840 -2.326 0.401
H 2.462 -3.140 2.049
H 3.046 -1.685 2.831
H 0.381 -2.022 1.354
H 0.566 -2.007 3.095
H 1.042 0.325 3.155
H 1.488 0.363 1.453
H -1.387 -0.443 3.693
H -3.731 0.093 3.208
H -4.338 1.191 1.057
H 0.854 0.032 -3.112
H -0.554 -0.454 -5.102
H -2.961 0.118 -5.078
H -3.952 1.210 -3.073
H -2.323 2.869 -0.832
```

---

6.
ORCA calculation (wB97M-V/def2-TZVPD) on the ion C5H8N with charge +1 at a distorted geometry.

**SMILES**: CC[NH+]=c1cc1
**LUMO energy**: -4.40 eV
**Kohn-Sham gap**: 10.88 eV
**E_HOMO**: -15.27 eV
**Charge**: +1
**Energy relative to the best compared isomer or geometry (same formula, charge and spin)**: 85.6 kcal/mol

Geometry as XYZ:
```
14
C5H8N (wB97M-V/def2-TZVPD)
C -2.061 0.263 -0.434
C -0.990 -0.277 0.544
N 0.085 -0.877 -0.182
C 1.327 -0.387 -0.001
C 2.037 0.686 0.565
C 2.844 -0.019 -0.246
H -2.546 1.227 -0.135
H -1.568 0.739 -1.274
H -2.777 -0.386 -0.861
H -1.545 -1.049 1.183
H -0.424 0.420 1.200
H -0.221 -1.649 -0.722
H 2.168 1.624 1.206
H 3.672 -0.314 -0.844
```

---

7.
ORCA calculation (wB97M-V/def2-TZVPD) on a structure of composition C10H8BF4N2OS2V.

**LUMO energy (spin up / spin down)**: -4.39 / -4.60 eV
**Kohn-Sham gap (spin up / spin down)**: 7.85 / 7.89 eV
**Multiplicity**: 2
**E_HOMO (spin up / spin down)**: -12.25 / -12.50 eV
**Charge**: +1
**Energy relative to the best compared isomer or geometry (same formula, charge and spin)**: 0.0 kcal/mol

Geometry as XYZ:
```
29
C10H8BF4N2OS2V (wB97M-V/def2-TZVPD)
V 1.614 0.617 0.893
S -0.005 -1.466 -1.466
C -0.210 -1.692 0.271
C -1.032 -2.753 0.595
C -1.111 -3.189 1.917
C -0.405 -2.499 2.874
C 0.379 -1.424 2.477
N 0.529 -1.054 1.203
H -1.612 -3.226 -0.184
H -1.743 -4.026 2.182
H -0.460 -2.753 3.922
H 0.916 -0.844 3.217
O 2.077 0.335 -0.542
N -0.544 0.140 -2.016
C -0.811 0.028 -3.357
C -1.242 1.078 -4.099
C -1.431 2.305 -3.458
C -1.154 2.412 -2.125
C -0.676 1.326 -1.366
S -0.406 1.638 0.313
H -0.664 -0.955 -3.783
H -1.436 0.939 -5.152
H -1.786 3.165 -4.010
H -1.272 3.349 -1.602
F 2.891 0.364 2.490
B 2.541 1.793 2.763
F 3.245 2.376 3.707
F 1.134 1.694 2.922
F 2.673 2.321 1.416
```

---

8.
ORCA calculation (wB97M-V/def2-TZVPD) on a structure of composition C20H16BrN3O7Ti at a distorted geometry.

**LUMO energy (spin up / spin down)**: -0.47 / -0.57 eV
**Kohn-Sham gap (spin up / spin down)**: 6.50 / 8.13 eV
**Multiplicity**: 3
**E_HOMO (spin up / spin down)**: -6.98 / -8.71 eV
**Charge**: 0
**Energy relative to the best compared isomer or geometry (same formula, charge and spin)**: 2.3 kcal/mol

Geometry as XYZ:
```
48
C20H16BrN3O7Ti (wB97M-V/def2-TZVPD)
Ti -1.230 0.046 -0.550
C -1.754 -3.276 0.362
C -1.975 -2.255 -0.714
C -3.114 -1.427 -0.705
C -3.352 -0.510 -1.750
C -2.402 -0.310 -2.744
C -1.229 -1.102 -2.751
C -1.049 -2.073 -1.765
H -0.863 -3.868 0.157
H -2.606 -3.952 0.439
H -1.624 -2.802 1.337
H -3.840 -1.534 0.090
H -4.257 0.081 -1.739
H -2.570 0.415 -3.529
H -0.499 -0.988 -3.541
H -0.146 -2.672 -1.769
O -2.379 0.220 3.314
C -1.597 0.237 2.385
O -1.862 0.722 1.209
C -0.179 -0.302 2.599
C 0.189 -0.452 3.926
C 1.457 -0.905 4.256
C 2.389 -1.246 3.300
C 2.007 -1.129 1.979
C 0.745 -0.639 1.565
O 0.475 -0.488 0.302
N 3.026 -1.541 0.976
O 4.188 -1.507 1.326
O 2.652 -1.906 -0.121
N 1.831 -1.037 5.678
O 2.948 -1.448 5.928
O 1.002 -0.723 6.506
H -0.535 -0.204 4.688
H 3.372 -1.599 3.566
C 2.914 2.523 -3.125
C 1.513 2.704 -2.617
C 0.774 3.856 -2.850
C -0.516 3.964 -2.363
C -1.027 2.902 -1.637
Br -2.786 3.030 -0.957
N -0.344 1.789 -1.406
C 0.900 1.691 -1.892
H 3.362 3.481 -3.386
H 2.928 1.894 -4.016
H 3.545 2.047 -2.376
H 1.209 4.675 -3.409
H -1.113 4.848 -2.523
H 1.422 0.770 -1.655
```